{
  "formula": "C14H6Co2N4O6",
  "method": "ωB97M-V with the def2-TZVPD basis set",
  "spin_multiplicity": 1,
  "e_lumo_ev": 5.0,
  "gap_ev": 5.32,
  "charge": -2,
  "species": ["C", "N", "C", "N", "C", "C", "N", "C", "N", "H", "H", "H", "O", "C", "Co", "C", "O", "C", "O", "C", "C", "C", "Co", "C", "O", "C", "O", "C", "O", "H", "H", "H"],
  "xyz": [[-0.072, 5.732, 0.005], [1.202, 5.713, -0.398], [1.875, 4.582, -0.617], [1.365, 3.328, -0.474], [0.133, 3.252, -0.043], [-0.700, 4.494, 0.210], [-1.896, 4.038, 0.655], [-1.809, 2.662, 0.691], [-0.604, 2.140, 0.277], [-0.613, 6.675, 0.156], [2.919, 4.651, -0.936], [-2.644, 2.048, 1.006], [-0.791, -3.254, -3.777], [-0.609, -3.452, -2.653], [-0.314, -3.732, -0.958], [-2.022, -3.484, -0.526], [-3.146, -3.303, -0.315], [-0.101, -5.463, -1.287], [0.029, -6.584, -1.535], [0.791, -1.860, -0.854], [0.648, -0.757, -0.079], [0.809, 0.634, 0.036], [0.547, -2.265, 0.921], [-0.963, -1.662, 1.585], [-1.959, -1.223, 1.986], [1.565, -2.082, 2.378], [2.218, -1.879, 3.311], [0.181, -4.155, 1.032], [0.158, -5.084, 1.742], [1.501, -1.886, -1.708], [1.138, 0.990, 1.016], [1.164, 1.185, -0.846]],
  "atomic_forces_ev_per_a": [[-0.663, -1.843, 0.070], [0.872, 0.980, -0.263], [-1.732, -0.940, 0.416], [1.921, 1.028, -0.422], [-2.088, 1.886, 0.740], [1.178, -2.325, -0.130], [-1.127, -0.893, 0.482], [2.154, 2.195, -1.048], [-2.232, 2.279, 0.244], [0.460, -0.183, -0.080], [-0.374, 0.059, 0.070], [0.174, -0.003, -0.001], [-0.363, -0.462, 0.388], [1.256, 1.426, -0.720], [-1.651, -1.101, -0.534], [-1.629, 0.567, 0.739], [1.064, -0.320, -0.306], [1.244, -0.026, 0.506], [-0.438, 0.239, -0.031], [1.375, -0.103, -1.800], [0.091, 5.035, -1.053], [2.144, -4.659, -0.730], [-1.275, -3.507, 3.104], [-1.780, 0.452, 0.642], [1.008, -0.225, -0.322], [1.281, -0.208, -0.854], [-0.587, -0.003, 0.012], [1.163, 1.404, 0.539], [-0.351, -0.277, -0.443], [-0.335, -0.157, 0.662], [-0.075, -0.064, -0.490], [-0.687, -0.247, 0.609]]
}

{
  "formula": "C2H8INO3Si",
  "method": "ωB97M-V with the def2-TZVPD basis set",
  "spin_multiplicity": 1,
  "e_lumo_ev": -0.5,
  "gap_ev": 8.97,
  "species": ["C", "C", "N", "O", "O", "O", "Si", "I", "H", "H", "H", "H", "H", "H", "H", "H"],
  "xyz": [[-0.558, -2.342, 0.322], [-1.033, 2.166, 0.537], [0.554, 0.044, -1.529], [0.498, -1.545, 0.891], [-0.804, 0.693, 0.552], [1.859, 0.704, 1.033], [0.580, -0.075, 0.194], [3.576, 0.722, 0.124], [-1.536, -1.991, 0.461], [-0.401, -3.410, 0.723], [-0.218, -2.328, -0.819], [-1.587, 2.446, 1.379], [-1.692, 2.211, -0.269], [-0.199, 2.848, 0.493], [-0.373, -0.094, -1.893], [1.333, -0.049, -2.200]],
  "atomic_forces_ev_per_a": [[3.880, -2.420, -2.252], [0.379, -2.470, -0.285], [1.626, -0.215, 0.225], [-0.668, 0.120, 0.114], [0.059, 1.739, 1.183], [-1.341, -0.636, -1.053], [0.641, 1.513, 0.608], [0.585, 0.037, -0.155], [-1.246, 0.661, 0.374], [-0.545, 1.669, -0.644], [-1.587, -0.633, 1.966], [-0.757, 0.008, 1.610], [-0.812, 1.014, -1.598], [0.760, -0.394, -0.412], [0.076, 0.100, -0.427], [-1.049, -0.094, 0.746]]
}

{
  "formula": "C35H88F8FeN2O19S4",
  "method": "ωB97M-V with the def2-TZVPD basis set",
  "spin_multiplicity": 5,
  "e_lumo_ev": [-0.2, -0.9],
  "s_squared": 6.010,
  "gap_ev": [9.77, 9.08],
  "species": ["Fe", "N", "S", "O", "O", "F", "S", "O", "O", "F", "C", "F", "F", "F", "S", "O", "O", "N", "S", "O", "O", "C", "F", "F", "F", "C", "C", "C", "O", "H", "H", "H", "H", "H", "H", "H", "H", "C", "C", "C", "O", "H", "H", "H", "H", "H", "H", "H", "H", "C", "C", "C", "O", "H", "H", "H", "H", "H", "H", "H", "H", "C", "C", "C", "O", "H", "H", "H", "H", "H", "H", "H", "H", "C", "C", "C", "O", "H", "H", "H", "H", "H", "H", "H", "H", "C", "C", "C", "O", "H", "H", "H", "H", "H", "H", "H", "H", "C", "C", "C", "O", "H", "H", "H", "H", "H", "H", "H", "H", "C", "C", "C", "O", "H", "H", "H", "H", "H", "H", "H", "H", "C", "C", "C", "O", "H", "H", "H", "H", "H", "H", "H", "H", "C", "C", "C", "O", "H", "H", "H", "H", "H", "H", "H", "H", "C", "C", "C", "O", "H", "H", "H", "H", "H", "H", "H", "H"],
  "xyz": [[-2.409, -0.361, -1.414], [-2.612, -0.096, -3.352], [-1.635, 0.358, -4.553], [-1.641, 1.749, -4.922], [-1.359, -0.623, -5.561], [-0.314, 0.266, -3.660], [-3.980, -0.298, -4.380], [-4.166, -1.617, -4.915], [-4.339, 0.825, -5.190], [-5.035, -0.230, -3.199], [1.359, 1.463, -0.238], [1.967, 2.581, 0.073], [1.647, 1.091, -1.455], [1.760, 0.515, 0.585], [-0.520, 1.799, -0.162], [-0.833, 2.834, 0.794], [-0.778, 2.169, -1.518], [-1.225, 0.235, 0.084], [-1.022, -0.073, 1.648], [-0.083, 0.749, 2.362], [-2.319, -0.227, 2.276], [-0.281, -1.827, 1.652], [-1.240, -2.737, 1.490], [0.617, -2.039, 0.690], [0.297, -2.031, 2.817], [-5.333, -6.259, 1.737], [-4.213, -5.764, 0.825], [-4.447, -6.062, -0.632], [-4.029, -4.340, 0.964], [-5.437, -5.758, 2.700], [-5.248, -7.327, 1.952], [-6.306, -6.128, 1.253], [-3.299, -6.254, 1.180], [-4.349, -7.132, -0.832], [-3.710, -5.591, -1.277], [-5.441, -5.745, -0.952], [-3.608, -4.209, 1.820], [3.633, -1.704, -2.389], [2.341, -2.011, -3.130], [2.533, -2.718, -4.478], [1.501, -2.804, -2.286], [3.424, -1.254, -1.422], [4.310, -1.023, -2.912], [4.218, -2.624, -2.293], [1.737, -1.129, -3.338], [3.076, -3.665, -4.430], [3.124, -2.056, -5.117], [1.553, -2.906, -4.914], [2.014, -3.567, -1.991], [1.461, 6.021, 1.840], [1.525, 6.702, 0.473], [0.487, 6.176, -0.495], [1.413, 8.106, 0.671], [0.547, 6.291, 2.377], [2.255, 6.415, 2.479], [1.483, 4.933, 1.760], [2.526, 6.490, 0.071], [-0.495, 6.326, -0.034], [0.550, 5.096, -0.616], [0.514, 6.685, -1.457], [2.151, 8.435, 1.188], [-1.099, -0.961, 6.495], [-0.268, 0.263, 6.788], [-0.866, 1.473, 6.066], [-0.365, 0.514, 8.210], [-0.865, -1.304, 5.481], [-2.157, -0.700, 6.457], [-0.982, -1.847, 7.117], [0.779, 0.184, 6.487], [-0.799, 1.297, 4.986], [-0.273, 2.381, 6.207], [-1.898, 1.691, 6.332], [0.022, 1.385, 8.345], [5.172, 1.894, 0.551], [6.081, 3.084, 0.700], [5.454, 4.461, 0.520], [6.527, 3.005, 2.076], [4.339, 1.876, 1.257], [5.687, 0.942, 0.700], [4.789, 1.825, -0.472], [6.936, 2.911, 0.033], [4.483, 4.448, 1.020], [5.318, 4.693, -0.539], [6.047, 5.265, 0.957], [7.079, 3.782, 2.218], [-2.412, 5.009, -2.213], [-3.687, 4.420, -2.745], [-4.110, 4.912, -4.135], [-3.524, 2.981, -2.849], [-2.310, 4.732, -1.162], [-2.427, 6.104, -2.195], [-1.514, 4.755, -2.774], [-4.560, 4.542, -2.101], [-3.905, 5.979, -4.243], [-5.183, 4.748, -4.220], [-3.601, 4.379, -4.938], [-2.952, 2.827, -3.619], [-4.093, 2.686, 0.995], [-4.670, 1.533, 0.177], [-5.996, 1.936, -0.483], [-3.751, 1.199, -0.888], [-3.126, 2.393, 1.395], [-4.760, 2.935, 1.822], [-4.003, 3.596, 0.398], [-4.818, 0.716, 0.882], [-5.983, 2.888, -1.013], [-6.774, 1.977, 0.281], [-6.274, 1.177, -1.218], [-3.842, 1.965, -1.527], [-0.851, -4.241, 4.898], [-0.703, -5.703, 4.557], [0.213, -5.940, 3.351], [-0.146, -6.336, 5.718], [0.128, -3.810, 5.114], [-1.440, -4.117, 5.809], [-1.363, -3.640, 4.147], [-1.653, -6.222, 4.379], [0.102, -6.975, 3.021], [1.245, -5.692, 3.595], [-0.152, -5.301, 2.542], [0.307, -7.139, 5.445], [-1.621, -3.670, -3.654], [-1.771, -3.449, -2.170], [-1.257, -4.589, -1.325], [-1.195, -2.197, -1.723], [-0.586, -3.924, -3.908], [-1.869, -2.863, -4.346], [-2.199, -4.534, -3.993], [-2.830, -3.407, -1.889], [-1.596, -4.459, -0.299], [-0.163, -4.631, -1.275], [-1.520, -5.562, -1.738], [-0.230, -2.413, -1.673], [5.651, -3.077, 3.012], [5.336, -1.599, 2.843], [3.874, -1.365, 2.476], [5.646, -0.985, 4.096], [6.651, -3.295, 3.388], [5.675, -3.568, 2.031], [4.923, -3.631, 3.605], [6.006, -1.205, 2.069], [3.696, -0.287, 2.511], [3.219, -1.769, 3.249], [3.701, -1.805, 1.495], [5.369, -0.063, 4.027], [3.695, 3.030, -4.150], [3.166, 1.824, -4.906], [1.839, 2.062, -5.603], [4.122, 1.334, -5.844], [3.706, 3.904, -4.805], [4.618, 2.863, -3.597], [3.023, 3.359, -3.346], [2.977, 0.992, -4.218], [1.587, 1.229, -6.258], [1.849, 2.975, -6.205], [1.027, 2.198, -4.886], [4.611, 0.617, -5.434]],
  "atomic_forces_ev_per_a": [[0.004, -0.076, 0.451], [-2.246, 0.222, -4.054], [5.468, 1.238, -0.099], [-0.898, -0.976, 0.457], [-1.280, 0.410, 0.470], [-0.197, -0.064, 0.186], [-3.576, -1.256, 0.905], [0.990, 1.018, 0.696], [1.231, -0.414, 0.477], [0.365, -0.117, 0.213], [-0.985, -0.255, 1.031], [0.279, 0.723, -0.071], [0.218, -0.079, -0.937], [0.267, -0.392, 0.158], [-0.254, 1.043, -0.845], [0.442, -1.443, -0.100], [-0.334, -0.726, -0.527], [2.378, 2.739, 0.677], [-1.635, -1.379, 2.671], [-0.063, -0.453, -0.938], [0.762, -0.346, -0.708], [-0.133, 0.183, -0.346], [-0.382, 0.058, 0.008], [0.101, 0.356, -0.095], [0.147, 0.139, 0.381], [-0.864, -0.294, -0.273], [0.186, 0.296, 0.874], [-0.007, -0.360, -0.334], [0.056, -0.285, -0.119], [0.511, 0.201, -0.050], [0.150, -0.010, -0.121], [0.047, 0.058, -0.067], [0.189, 0.017, -0.285], [-0.195, -0.052, 0.150], [0.005, 0.209, 0.155], [-0.003, 0.054, 0.054], [-0.121, 0.216, -0.015], [0.224, 0.104, -0.415], [0.139, -0.354, -0.555], [0.261, 0.413, 0.258], [-0.214, -0.297, 0.411], [-0.005, -0.151, 0.180], [-0.298, 0.098, -0.219], [-0.141, -0.052, 0.318], [0.157, 0.271, 0.194], [-0.016, 0.003, 0.333], [-0.215, -0.051, -0.203], [0.048, 0.084, -0.183], [-0.102, 0.046, 0.014], [-0.428, 0.177, 0.081], [0.979, -0.520, 0.701], [-0.655, 0.419, 0.645], [-0.721, 0.234, -0.708], [-0.187, -0.027, -0.292], [0.271, -0.353, -0.080], [0.260, 0.027, 0.094], [-0.019, -0.004, -0.178], [-0.071, 0.200, -0.198], [0.370, 0.004, -0.124], [0.062, -0.044, -0.023], [0.136, -0.185, 0.071], [-0.095, -0.490, -1.104], [-1.075, 0.978, 0.925], [0.677, -0.040, -0.915], [0.390, -0.166, -0.344], [0.021, 0.081, -0.030], [-0.014, 0.042, 0.274], [0.312, 0.342, 0.418], [0.073, -0.369, 0.063], [-0.262, -0.020, -0.007], [0.040, -0.054, 0.313], [-0.027, -0.242, 0.156], [-0.039, -0.046, 0.196], [-0.529, -0.560, -0.655], [0.468, -0.134, 1.216], [-0.466, -0.498, -0.560], [0.263, 0.069, -0.365], [-0.025, 0.394, -0.051], [0.382, 0.223, 0.144], [-0.215, 0.194, 0.048], [0.019, 0.325, 0.020], [-0.033, 0.176, -0.055], [-0.142, 0.019, 0.028], [0.199, -0.133, 0.017], [0.029, -0.129, 0.210], [-0.041, 1.012, 0.899], [-0.025, -0.781, -1.394], [-0.144, 0.353, 0.477], [-0.309, 0.274, 0.172], [0.367, -0.280, -0.123], [-0.296, -0.008, -0.146], [-0.145, -0.436, -0.062], [0.364, 0.214, 0.394], [-0.083, -0.022, -0.039], [0.039, 0.001, -0.336], [0.099, -0.027, 0.044], [0.006, -0.297, 0.222], [-0.141, -0.166, -0.047], [-0.590, 1.426, 0.209], [-0.121, -0.800, 0.245], [-0.164, -0.187, -0.004], [0.010, 0.209, 0.083], [-0.006, -0.157, 0.041], [0.197, -0.072, -0.126], [0.205, -0.488, -0.534], [0.351, 0.113, 0.150], [-0.048, 0.079, -0.067], [-0.115, -0.033, 0.094], [0.756, -0.646, -0.345], [-0.391, 0.216, 0.557], [0.634, -0.668, 0.018], [-0.964, 0.271, 0.096], [0.112, 0.164, 0.142], [0.035, 0.008, -0.180], [0.033, -0.174, 0.041], [0.151, -0.194, -0.261], [-0.222, 0.485, -0.207], [0.325, -0.038, -0.021], [0.033, -0.018, -0.054], [0.255, -0.043, -0.144], [-0.049, -0.031, 0.005], [0.735, -0.416, -0.917], [-1.238, -0.230, 0.019], [1.068, -0.165, 0.277], [0.161, -0.339, 0.129], [0.088, 0.022, 0.253], [-0.288, 0.282, 0.549], [-0.171, 0.019, 0.286], [-0.063, 0.397, -0.336], [-0.214, -0.289, -0.046], [0.045, 0.295, -0.185], [-0.409, 0.082, 0.108], [-0.212, 0.865, -0.071], [0.232, -0.689, -0.852], [0.143, -0.684, 0.785], [0.674, 0.337, 0.396], [-0.168, 0.261, -0.241], [-0.043, 0.458, 0.351], [-0.292, 0.139, -0.063], [-0.052, 0.283, 0.201], [-0.116, 0.147, -0.054], [-0.141, -0.012, -0.545], [0.022, -0.370, -0.151], [-0.426, 0.193, -0.018], [0.147, -0.029, 0.159], [-0.838, 0.532, 0.567], [-0.270, -0.736, 0.543], [-0.084, 0.560, -0.181], [0.117, 0.230, -0.442], [0.628, -0.119, -0.120], [0.369, -0.078, -0.592], [-0.381, -0.375, -0.158], [0.012, 0.125, 0.370], [0.041, -0.057, 0.056], [0.178, -0.069, -0.101], [0.112, -0.092, 0.115], [0.101, 0.056, 0.013]]
}

What is the formula in the second record?
C2H8INO3Si

Which formula does entry 3 have?
C35H88F8FeN2O19S4